{"formula": "C14H34AlAsB3CaCl2F6N2O10PS", "method": "ωB97M-V with the def2-TZVPD basis set", "homo_ev": -6.1, "energy_ev": -187893.5563, "max_force_ha_per_bohr": 0.131, "mol_weight_g_mol": 812.8, "gap_ev": 0.9, "symbols": ["C", "P", "C", "B", "O", "B", "O", "B", "C", "C", "S", "C", "N", "N", "C", "O", "O", "H", "H", "H", "H", "H", "H", "H", "H", "H", "H", "H", "H", "C", "C", "O", "O", "H", "H", "H", "H", "H", "H", "C", "O", "C", "C", "O", "C", "H", "H", "H", "H", "H", "H", "H", "H", "H", "H", "C", "O", "H", "H", "H", "Ca", "Cl", "Al", "C", "O", "H", "H", "H", "F", "As", "F", "F", "F", "F", "F", "Cl"], "coordinates": [[-2.672265, 1.825731, 1.070772], [-1.978918, 0.745204, -0.221155], [-2.933509, -0.849400, -0.231522], [-2.243111, 1.482452, -1.993122], [-2.803979, 2.703640, -2.253286], [-3.484739, 2.838654, -3.448707], [-3.472864, 1.847031, -4.435877], [-2.833284, 0.708575, -4.082519], [-3.353651, -0.692857, -4.709679], [-4.638640, -1.111542, -3.782971], [-6.149102, -0.228479, -4.204667], [-6.505433, 0.392943, -2.636394], [-7.532986, 0.144988, -1.907021], [-7.378855, 0.834985, -0.744876], [-6.263136, 1.465659, -0.809754], [-5.659533, 1.230348, -1.990006], [-1.812112, 0.761863, -3.152349], [-1.863978, 2.106784, 1.744216], [-3.406233, 1.286862, 1.668164], [-3.183855, 2.695448, 0.672227], [-2.801880, -1.467467, 0.646798], [-4.015411, -0.704676, -0.349384], [-2.594403, -1.332163, -1.110918], [-4.084263, 3.832648, -3.659899], [-2.506612, -1.449744, -4.583383], [-3.603944, -0.660227, -5.760524], [-4.371462, -0.755768, -2.725277], [-4.795798, -2.244731, -3.727192], [-5.827356, 2.091843, -0.055961], [1.719532, 4.405075, 0.796104], [1.659149, 3.135981, 1.608229], [0.691467, 2.229827, 1.027651], [0.445314, 5.028931, 0.713568], [2.410860, 5.117866, 1.242731], [2.053015, 4.179602, -0.236528], [1.255749, 3.311635, 2.698048], [2.648495, 2.658610, 1.648073], [1.021715, 1.911524, 0.182698], [-0.197915, 4.316074, 0.654989], [4.685949, -0.696211, 1.183996], [4.703662, 0.481708, 1.867636], [4.225921, 0.366568, 3.229148], [5.368645, 0.244947, 4.201745], [6.097009, -0.959235, 3.993770], [7.298666, -0.758175, 3.259915], [5.294170, -0.597681, 0.281197], [5.031177, -1.555694, 1.765218], [3.598222, -0.910646, 0.856735], [3.543930, -0.486639, 3.321887], [3.660995, 1.275289, 3.442990], [4.951255, 0.204533, 5.210556], [6.034691, 1.109024, 4.152953], [8.070847, -0.342021, 3.910760], [7.152905, -0.087186, 2.409673], [7.627322, -1.730396, 2.891365], [7.222190, 1.884727, 6.690848], [7.603432, 1.959303, 5.418621], [6.610873, 0.980294, 6.952557], [8.033509, 1.876358, 7.447079], [6.551954, 2.715681, 7.032805], [-2.967012, -1.859094, -2.606497], [0.143060, 3.649821, 4.088553], [2.194657, -0.857891, -0.228342], [-4.792428, -4.508635, 0.003715], [-4.116508, -4.051216, -0.985442], [-4.349822, -4.400910, 1.015775], [-5.840726, -4.148696, 0.111157], [-5.012848, -5.734157, 0.010985], [2.482231, -4.810677, -5.465883], [0.985930, -4.262725, -4.840087], [0.583587, -3.488065, -6.331769], [1.713456, -2.777352, -4.277767], [-0.550512, -3.663115, -4.183529], [1.306578, -4.977633, -3.299433], [0.175311, -5.688084, -5.349702], [-4.258344, -7.189845, -0.744489]], "atomic_forces_ev_per_a": [[-0.44, -0.22, 0.12], [1.17, 0.25, -0.14], [-1.03, 1.29, 0.24], [0.24, 0.40, 0.36], [-0.35, -0.66, -0.17], [0.04, 1.20, -0.43], [-0.23, -0.01, 1.04], [0.26, 0.22, -1.85], [0.42, -0.42, 1.68], [-0.10, 0.66, -0.47], [-0.01, -0.04, -0.61], [-0.41, 0.05, 0.95], [-0.39, -0.62, -0.57], [-0.38, 0.36, 0.91], [-0.73, -0.58, -0.27], [1.55, 0.61, -0.55], [-1.11, -1.72, 1.22], [0.16, 0.25, -0.03], [-0.04, -0.21, 0.01], [0.18, 0.23, -0.13], [0.38, -0.17, -0.01], [-0.14, -0.08, 0.03], [1.45, 0.44, 3.43], [-0.04, -0.01, 0.01], [-0.81, 0.64, -1.22], [-0.17, -0.05, -0.11], [-2.46, 0.81, -1.47], [-0.27, 1.15, -0.27], [0.28, 0.17, -0.06], [-0.41, -0.19, -0.26], [0.27, 0.14, 1.07], [-0.19, -0.56, -0.12], [0.14, 0.13, -0.20], [0.03, -0.03, 0.03], [0.20, 0.06, 0.09], [0.72, -0.11, -1.82], [-0.02, 0.01, -0.12], [0.08, 0.24, -0.33], [-0.06, -0.01, 0.25], [0.67, 0.35, 0.15], [-0.30, -0.07, 0.01], [-0.08, 0.36, 0.25], [0.11, -0.19, 0.09], [-0.15, -0.03, -0.40], [0.16, -0.08, 0.22], [-0.22, -0.03, -0.13], [-0.32, -0.12, 0.00], [0.95, -0.43, 0.67], [0.04, -0.05, -0.14], [-0.01, 0.00, -0.06], [-0.02, 0.07, 0.00], [-0.02, 0.04, 0.08], [0.00, 0.11, -0.06], [0.01, 0.04, 0.03], [-0.03, -0.03, 0.05], [0.24, -0.03, 0.99], [-0.08, -0.03, -0.17], [-0.15, 0.04, -0.31], [0.16, 0.02, -0.23], [-0.12, -0.03, -0.33], [3.40, -5.76, -0.98], [-0.90, -0.03, 0.97], [-0.92, 0.19, -0.61], [-0.22, 2.27, 0.98], [0.44, 1.08, -0.84], [0.44, -0.61, -0.19], [-0.19, -0.56, -0.56], [0.82, -1.78, -0.98], [0.14, 0.03, -0.01], [0.39, -0.25, -0.27], [-0.07, 0.17, -0.04], [-0.01, 0.17, 0.14], [-1.02, 0.63, 0.54], [0.00, 0.06, 0.21], [-0.14, -0.08, 0.00], [-0.76, 0.94, 0.75]]}